Entry 1:
Computed, not measured: C6H9NO5S2 in the gas phase in a non-equilibrium geometry, with ωB97M-V/def2-TZVPD.

Properties
structure (SMILES): CCOC[C@]1(N=C=S)COS(=O)(=O)O1
LUMO level: -0.00237 Eh
spin multiplicity: 1
Kohn-Sham gap: 0.3690 hartree

Atoms and positions in Å:
C  -2.392  -1.559  -1.188
C  -1.061  -1.020  -1.680
O  -0.119  -1.138  -0.621
C  0.961  -0.246  -0.671
C  1.228  0.351  0.728
N  2.643  0.475  0.976
C  3.364  1.184  0.310
S  4.269  2.053  -0.606
C  0.475  -0.286  1.900
O  -0.580  0.613  2.306
S  -0.747  1.806  1.283
O  -1.711  1.436  0.302
O  -0.882  3.054  1.939
O  0.730  1.724  0.717
H  -2.633  -1.054  -0.254
H  -3.176  -1.390  -1.922
H  -2.291  -2.625  -0.984
H  -0.729  -1.588  -2.556
H  -1.189  0.024  -1.979
H  1.853  -0.772  -1.022
H  0.779  0.592  -1.348
H  -0.010  -1.223  1.647
H  1.099  -0.452  2.773

---

Entry 2:
Computed, not measured: a gas-phase ion, C6H9NO6P2 (charge -2) in a non-equilibrium geometry, with ωB97M-V/def2-TZVPD.

Properties
structure (SMILES): O=C([O-])OC(=O)C/N=C/[PH2]=[PH2]\C=C(/[O-])O
LUMO level: 0.20780 Eh
net charge: -2
spin multiplicity: 1
Kohn-Sham gap: 0.2508 hartree
energy above the lowest of the compared OMol25 structures with the same formula, charge and spin: 23.9 kcal/mol

Atoms and positions in Å:
C  -2.703  -0.210  -0.087
C  3.474  -1.581  -0.576
C  -4.889  -1.106  -0.426
C  -1.274  -0.327  0.513
C  2.438  -0.686  -0.826
C  -0.268  1.767  1.039
N  -0.299  0.706  0.355
O  -3.331  -1.301  0.042
O  4.352  -1.726  0.272
O  -5.188  -1.749  -1.411
O  -3.047  0.880  -0.531
O  3.591  -2.510  -1.680
O  -5.509  -0.419  0.366
P  2.116  0.716  0.160
P  1.076  2.919  0.653
H  -0.822  -1.299  -0.069
H  -1.383  -0.640  1.558
H  1.958  -0.917  -1.898
H  -1.099  2.189  1.729
H  4.059  -3.275  -1.175
H  1.955  -0.041  1.337
H  3.416  1.164  0.492
H  0.333  4.255  0.869
H  1.044  3.192  -0.706

---

Entry 3:
Computed, not measured: 2 unconnected molecules or ions with the total composition C6H9NOS in a non-equilibrium geometry, with ωB97M-V/def2-TZVPD.

Properties
structure (SMILES): N#CC1=CCCO1.CS
LUMO level: 0.02177 Eh
spin multiplicity: 1
Kohn-Sham gap: 0.3487 hartree
energy above the lowest of the compared OMol25 structures with the same formula, charge and spin: 25.9 kcal/mol

Atoms and positions in Å:
C  -0.058  1.906  0.072
C  1.329  -0.974  1.854
C  1.494  0.344  1.049
C  -0.158  -0.720  2.437
C  0.252  0.894  0.967
C  -1.089  0.149  -3.463
N  -0.345  2.748  -0.664
O  -0.795  0.326  1.664
S  -0.684  -1.035  -2.163
H  1.354  -1.859  1.322
H  2.059  -1.070  2.631
H  -1.592  -0.542  -1.215
H  2.459  0.554  0.652
H  -0.840  -1.543  2.377
H  -0.071  -0.440  3.498
H  -1.007  1.158  -2.979
H  -2.004  -0.009  -3.878
H  -0.303  0.113  -4.161

---

Entry 4:
Computed, not measured: C6H9NS in the gas phase in a non-equilibrium geometry, with ωB97M-V/def2-TZVPD.

Properties
structure (SMILES): C1=CN2SCC[C@@H]2C1
LUMO level: 0.03635 Eh
spin multiplicity: 1
Kohn-Sham gap: 0.3090 hartree
energy above the lowest of the compared OMol25 structures with the same formula, charge and spin: 23.8 kcal/mol

Atoms and positions in Å:
C  1.393  1.587  0.336
C  0.117  1.934  0.191
C  1.650  0.203  -0.201
C  -0.375  -1.318  0.307
C  -1.866  -1.232  0.043
C  0.267  -0.293  -0.610
N  -0.650  1.010  -0.497
S  -2.233  0.561  0.074
H  2.185  2.201  0.721
H  -0.349  2.860  0.481
H  2.324  0.240  -1.059
H  2.101  -0.446  0.555
H  -0.170  -1.058  1.349
H  0.011  -2.319  0.109
H  -2.121  -1.614  -0.946
H  -2.478  -1.716  0.800
H  0.194  -0.601  -1.653

---

Entry 5:
Computed, not measured: C6H9NS in the gas phase in a non-equilibrium geometry, with ωB97M-V/def2-TZVPD.

Properties
structure (SMILES): C=C[C@@H]1CC=N[C@H]1S
LUMO level: 0.03545 Eh
spin multiplicity: 1
Kohn-Sham gap: 0.3604 hartree
energy above the lowest of the compared OMol25 structures with the same formula, charge and spin: 65.8 kcal/mol

Atoms and positions in Å:
C  -0.563  1.964  0.180
C  1.926  -1.283  0.470
C  0.958  -1.317  -0.467
C  0.504  1.265  -0.714
C  0.035  -0.180  -0.728
C  -1.263  -0.097  0.627
N  -1.376  1.286  0.842
S  -2.781  -0.734  -0.092
H  -0.483  3.036  0.279
H  2.544  -2.203  0.590
H  2.369  -0.628  1.093
H  1.154  -2.067  -1.196
H  0.512  1.711  -1.756
H  1.522  1.382  -0.141
H  -0.581  -0.479  -1.630
H  -1.141  -0.694  1.500
H  -3.335  -0.960  1.141

---

Entry 6:
Computed, not measured: 2 unconnected molecules or ions with the total composition C6H9O2 in a non-equilibrium geometry, with ωB97M-V/def2-TZVPD.

Properties
expectation value of S²: 0.757
LUMO level (spin up / spin down): 0.25319 / 0.25287 Eh
net charge: -2
spin multiplicity: 2
Kohn-Sham gap (spin up / spin down): 0.1739 / 0.2616 hartree
energy above the lowest of the compared OMol25 structures with the same formula, charge and spin: 21.0 kcal/mol

Atoms and positions in Å:
O  -1.193  0.800  2.150
C  -1.275  -0.311  1.573
O  -1.203  -1.453  2.096
C  -1.485  -0.281  0.036
C  -0.182  -0.435  -0.760
C  0.771  0.774  -0.764
C  2.825  0.245  -1.953
C  1.618  0.836  -2.018
H  -2.137  -1.110  -0.248
H  -1.988  0.648  -0.226
H  0.333  -1.328  -0.399
H  -0.398  -0.642  -1.816
H  1.403  0.739  0.132
H  0.170  1.683  -0.656
H  3.243  -0.161  -1.014
H  3.472  0.140  -2.819
H  1.302  0.064  -3.658

---

Entry 7:
Computed, not measured: a molecular structure, C6H9O4Pr in a non-equilibrium geometry, with ωB97M-V/def2-TZVPD.

Properties
expectation value of S²: 2.012
LUMO level (spin up / spin down): -0.39243 / -0.35614 Eh
net charge: +2
spin multiplicity: 3
Kohn-Sham gap (spin up / spin down): 0.2508 / 0.2871 hartree
energy above the lowest of the compared OMol25 structures with the same formula, charge and spin: 50.9 kcal/mol

Atoms and positions in Å:
O  2.187  -0.394  -0.151
Pr  1.117  1.887  -0.035
O  3.229  1.490  -0.056
C  3.440  0.234  -0.110
O  4.462  -0.409  -0.147
C  2.077  -1.820  -0.269
C  0.611  -2.178  -0.294
H  2.586  -2.126  -1.192
H  2.593  -2.275  0.586
H  0.102  -1.695  -1.141
H  0.507  -3.264  -0.407
H  0.118  -1.883  0.643
C  -2.613  1.609  0.796
C  -1.731  2.275  -0.047
H  -2.350  1.311  1.818
H  -2.371  2.871  0.977
H  -2.225  2.732  -0.917
O  -3.721  -0.406  0.364
C  -3.751  0.792  0.227
H  -4.267  1.249  -0.644

---

Entry 8:
Computed, not measured: a molecular structure, C6H9O5S in a non-equilibrium geometry, with ωB97M-V/def2-TZVPD.

Properties
LUMO level: 0.12506 Eh
net charge: -1
spin multiplicity: 1
Kohn-Sham gap: 0.3192 hartree
energy above the lowest of the compared OMol25 structures with the same formula, charge and spin: 6.4 kcal/mol

Atoms and positions in Å:
C  -0.412  -0.854  1.506
C  -0.643  -0.195  0.095
C  0.598  -0.754  -0.746
C  -1.893  -0.426  -0.494
C  -0.893  1.966  -1.045
C  -0.365  1.272  0.122
O  1.783  -0.448  -0.428
O  0.330  -1.600  -1.649
O  3.756  -2.109  1.091
O  4.574  0.052  0.324
O  0.493  1.811  0.904
S  3.498  -0.694  0.941
H  -0.375  -1.955  1.392
H  0.441  -0.383  1.817
H  -2.008  -1.137  -1.374
H  -2.517  0.540  -0.730
H  -2.470  -0.875  0.370
H  0.040  2.574  -1.392
H  -1.727  2.704  -0.971
H  -1.048  1.177  -1.839
H  -1.162  -0.665  2.105

---

Entry 9:
Computed, not measured: a molecular structure, C6H9O6Zn, with ωB97M-V/def2-TZVPD.

Properties
LUMO level: 0.12134 Eh
net charge: -1
spin multiplicity: 1
Kohn-Sham gap: 0.3384 hartree
energy above the lowest of the compared OMol25 structures with the same formula, charge and spin: 0.0 kcal/mol

Atoms and positions in Å:
Zn  7.521  7.597  19.062
C  4.254  7.352  21.312
C  5.469  7.467  20.431
O  6.496  8.046  20.879
O  5.434  6.988  19.265
H  3.713  8.298  21.320
H  4.538  7.134  22.343
H  3.596  6.561  20.958
C  7.838  9.307  15.491
C  7.663  8.706  16.861
O  7.589  7.449  16.956
O  7.602  9.453  17.876
H  6.888  9.715  15.136
H  8.164  8.543  14.788
H  8.546  10.134  15.519
C  10.984  5.969  20.139
C  9.646  6.543  19.747
O  9.534  7.795  19.613
O  8.664  5.775  19.584
H  11.179  5.020  19.643
H  11.003  5.796  21.216
H  11.792  6.664  19.904

---

Entry 10:
Computed, not measured: C6H9OP in the gas phase in a non-equilibrium geometry, with ωB97M-V/def2-TZVPD.

Properties
structure (SMILES): CPCc1ccco1
LUMO level: 0.02449 Eh
spin multiplicity: 1
Kohn-Sham gap: 0.3070 hartree
energy above the lowest of the compared OMol25 structures with the same formula, charge and spin: 19.9 kcal/mol

Atoms and positions in Å:
C  2.384  0.512  0.688
C  1.329  1.205  -0.005
C  2.343  -0.789  0.310
C  0.696  0.241  -0.713
C  -2.490  -0.917  0.713
C  -0.456  0.389  -1.585
O  1.268  -1.018  -0.479
P  -2.193  0.684  -0.151
H  3.069  1.052  1.264
H  1.103  2.257  -0.169
H  3.035  -1.500  0.684
H  -3.324  -1.511  0.239
H  -2.796  -0.928  1.729
H  -1.588  -1.728  0.736
H  -0.782  -0.486  -2.031
H  -0.386  1.380  -2.034
H  -1.211  1.158  0.805

---

Entry 11:
Computed, not measured: a gas-phase ion, C6O2 (charge +2) in a non-equilibrium geometry, with ωB97M-V/def2-TZVPD.

Properties
LUMO level (spin up / spin down): -0.49880 / -0.49877 Eh
net charge: +2
spin multiplicity: 1
Kohn-Sham gap (spin up / spin down): 0.2839 / 0.2840 hartree
energy above the lowest of the compared OMol25 structures with the same formula, charge and spin: 0.0 kcal/mol

Atoms and positions in Å:
C  0.274  -0.263  1.920
C  -0.014  1.822  0.388
C  -0.078  0.779  0.966
C  -0.339  1.822  -0.857
C  0.226  -1.567  1.465
C  0.355  -2.684  -0.637
O  0.245  -2.463  0.608
O  -0.417  1.973  -1.910

---

Entry 12:
Computed, not measured: 15 unconnected molecules or ions with the total composition C70H104N6O41P2 in a non-equilibrium geometry, with ωB97M-V/def2-TZVPD.

Properties
LUMO level: -0.03778 Eh
spin multiplicity: 1
Kohn-Sham gap: 0.2914 hartree

Atoms and positions in Å:
C  -2.978  4.760  -3.436
C  -1.828  4.267  -2.549
O  -0.657  4.963  -2.940
C  0.550  4.518  -2.595
O  0.829  3.512  -1.906
O  1.469  5.324  -3.182
C  2.850  5.042  -2.964
H  -3.936  4.254  -3.316
H  -2.644  4.684  -4.471
H  -3.019  5.831  -3.239
H  -1.679  3.203  -2.734
H  -2.087  4.419  -1.501
H  3.205  4.225  -3.593
H  3.175  4.657  -1.998
H  3.532  5.872  -3.152
C  -5.728  -0.468  0.825
C  -6.578  -0.505  -0.441
O  -6.757  0.786  -0.921
C  -7.847  1.499  -0.433
O  -8.945  1.083  -0.003
O  -7.545  2.706  -0.700
C  -8.467  3.753  -0.453
H  -5.595  -1.475  1.222
H  -6.349  0.130  1.492
H  -4.861  0.150  0.593
H  -7.502  -1.073  -0.331
H  -5.938  -0.958  -1.199
H  -7.855  4.649  -0.345
H  -8.930  3.592  0.520
H  -9.209  3.936  -1.230
C  -2.387  -0.104  3.363
C  -1.123  0.801  3.195
O  -0.324  0.711  4.353
C  0.593  1.619  4.693
O  0.842  2.657  4.164
O  1.150  1.143  5.813
C  2.124  1.841  6.476
H  -2.238  -1.078  3.829
H  -3.016  -0.137  2.474
H  -3.012  0.385  4.111
H  -1.320  1.841  2.937
H  -0.493  0.478  2.366
H  1.885  2.880  6.704
H  3.069  1.779  5.936
H  2.217  1.346  7.442
C  1.625  9.821  -1.988
C  2.314  8.523  -1.540
O  1.602  7.764  -0.560
C  2.171  6.810  0.176
O  3.372  6.577  0.384
O  1.194  6.069  0.737
C  1.578  4.909  1.504
H  2.222  10.543  -2.545
H  1.311  10.406  -1.124
H  0.691  9.699  -2.536
H  3.363  8.692  -1.297
H  2.264  7.889  -2.426
H  0.778  4.753  2.227
H  2.541  4.997  2.007
H  1.572  4.071  0.807
C  1.597  -1.778  4.089
C  2.101  -3.038  3.379
O  1.945  -4.094  4.303
C  2.412  -5.299  3.994
O  3.073  -5.623  3.015
O  2.082  -6.160  4.992
C  2.545  -7.503  5.110
H  0.524  -1.839  4.271
H  1.796  -0.924  3.441
H  2.038  -1.542  5.058
H  3.183  -2.998  3.259
H  1.597  -3.130  2.417
H  1.717  -8.105  4.735
H  2.504  -7.781  6.163
H  3.487  -7.759  4.624
C  3.162  -3.888  -1.078
C  4.116  -2.667  -1.097
O  4.721  -2.421  0.186
C  5.701  -3.180  0.690
O  6.131  -4.276  0.242
O  6.327  -2.529  1.676
C  7.600  -3.020  2.069
H  2.296  -3.690  -0.447
H  3.605  -4.822  -0.732
H  2.742  -4.000  -2.078
H  3.686  -1.713  -1.404
H  4.913  -2.837  -1.820
H  8.005  -2.447  2.903
H  8.373  -3.180  1.317
H  7.427  -4.064  2.329
C  -1.464  -0.794  -5.100
C  -0.572  0.203  -4.283
O  -0.557  1.406  -4.929
C  0.553  1.965  -5.409
O  1.717  1.594  -5.232
O  0.198  3.141  -5.940
C  1.099  3.997  -6.564
H  -1.632  -1.777  -4.658
H  -0.989  -0.967  -6.066
H  -2.453  -0.349  -5.208
H  0.416  -0.224  -4.112
H  -0.994  0.330  -3.286
H  2.060  4.217  -6.099
H  0.707  4.992  -6.776
H  1.430  3.463  -7.455
C  4.001  1.206  3.380
C  4.715  0.032  3.516
C  6.077  0.167  3.891
C  6.511  1.411  4.304
C  5.759  2.592  4.128
C  4.393  2.450  3.672
N  7.872  1.506  4.909
O  8.573  0.509  4.747
O  8.207  2.516  5.535
H  2.962  1.040  3.137
H  4.339  -0.952  3.273
H  6.570  -0.794  3.873
H  6.136  3.533  4.500
H  3.707  3.254  3.451
C  5.110  3.533  0.577
C  6.235  4.048  1.179
C  7.461  3.322  1.307
C  7.325  1.969  0.893
C  6.175  1.462  0.242
C  5.055  2.248  0.044
N  8.442  0.998  1.157
O  8.285  -0.176  0.932
O  9.469  1.508  1.607
H  4.210  4.116  0.446
H  6.264  5.086  1.477
H  8.384  3.692  1.729
H  6.136  0.444  -0.118
H  4.148  1.894  -0.423
C  -0.253  -9.090  3.190
C  0.605  -8.586  2.243
C  0.468  -7.296  1.736
C  -0.535  -6.491  2.185
C  -1.419  -6.983  3.191
C  -1.257  -8.261  3.682
N  -0.703  -5.146  1.593
O  -1.520  -4.391  2.120
O  -0.062  -4.739  0.632
H  0.019  -10.052  3.598
H  1.377  -9.276  1.937
H  1.055  -6.998  0.879
H  -2.211  -6.473  3.720
H  -1.902  -8.497  4.516
C  -2.394  -0.363  -0.896
C  -1.883  0.893  -0.658
C  -0.591  1.107  -0.261
C  0.171  -0.064  -0.015
C  -0.376  -1.362  -0.089
C  -1.639  -1.475  -0.649
N  1.522  0.090  0.389
O  1.874  1.215  0.751
O  2.240  -0.851  0.539
H  -3.362  -0.524  -1.347
H  -2.548  1.716  -0.874
H  -0.228  2.113  -0.113
H  0.126  -2.257  0.248
H  -2.144  -2.403  -0.874
C  -7.669  2.182  -6.258
C  -7.073  2.878  -5.156
C  -6.350  2.197  -4.207
C  -6.042  0.859  -4.402
C  -6.568  0.165  -5.519
C  -7.359  0.866  -6.455
N  -4.990  0.251  -3.567
O  -4.711  -0.894  -3.800
O  -4.329  1.010  -2.825
H  -8.380  2.619  -6.944
H  -7.234  3.937  -5.023
H  -5.775  2.732  -3.466
H  -6.382  -0.885  -5.688
H  -7.784  0.313  -7.280
C  2.529  -2.380  -6.138
C  2.074  -3.654  -6.390
C  1.400  -4.311  -5.411
C  1.017  -3.739  -4.217
C  1.518  -2.464  -3.928
C  2.167  -1.778  -4.889
N  0.076  -4.421  -3.268
O  -0.040  -4.015  -2.118
O  -0.511  -5.363  -3.726
H  3.153  -1.873  -6.858
H  2.391  -4.091  -7.326
H  0.999  -5.286  -5.643
H  1.330  -2.023  -2.961
H  2.510  -0.762  -4.758
C  -1.743  7.065  -0.355
O  -2.646  6.460  0.537
P  -2.326  5.116  1.422
O  -1.330  4.258  0.808
O  -1.881  5.645  2.927
C  -1.856  4.866  4.093
O  -3.796  4.437  1.627
C  -3.972  3.054  2.013
H  -2.200  7.255  -1.326
H  -0.784  6.548  -0.404
H  -1.443  8.090  -0.138
H  -2.450  5.270  4.913
H  -0.836  4.690  4.434
H  -2.367  3.918  3.925
H  -3.998  2.887  3.089
H  -3.058  2.566  1.674
H  -4.820  2.647  1.463
C  -4.968  -6.877  2.369
O  -4.003  -6.795  1.359
P  -4.186  -7.324  -0.137
O  -5.496  -6.973  -0.723
O  -2.836  -6.660  -0.829
C  -2.921  -5.367  -1.272
O  -3.900  -8.967  -0.071
C  -4.665  -9.902  0.695
H  -4.581  -7.650  3.034
H  -5.989  -7.037  2.024
H  -4.939  -5.922  2.894
H  -2.107  -4.756  -0.883
H  -3.766  -4.706  -1.081
H  -2.791  -5.454  -2.351
H  -4.931  -10.694  -0.005
H  -5.529  -9.456  1.189
H  -3.965  -10.380  1.380

---

no.,E (hartree)
1,-1461.31100
2,-1422.87627
3,-762.12718
4,-686.92485
5,-686.85792
6,-384.31146
7,-1051.22694
8,-1008.42905
9,-2465.03036
10,-650.51575
11,-377.86896
12,-6825.34891